Entry 1:
A 2-piece molecular cluster, C25H36BN4O2S2 overall in a non-equilibrium geometry, computed with wB97M-V/def2-TZVPD.

```
70
Properties=species:S:1:pos:R:3
C -0.80035 4.78776 3.61606
C 0.69714 4.73128 3.94473
O 1.37438 5.74537 3.19448
C 2.60884 5.23278 2.73306
O 3.60980 5.40689 3.37241
C 2.48633 4.54258 1.40246
C 3.79122 4.39405 0.61871
C 4.48459 3.02418 0.75555
B 4.73325 2.42480 2.28348
C 4.77575 0.76258 2.23768
C 3.64731 0.08062 3.01094
C 2.32228 0.79750 2.78559
S 0.87673 -0.33376 2.83451
C -0.16428 0.30140 1.60287
S -1.77329 0.46967 1.75704
N 0.47716 0.67319 0.38558
C 0.59969 1.93331 -0.09998
C 1.30416 1.78297 -1.25581
N 1.58877 0.48420 -1.46786
C 1.10121 -0.18525 -0.47147
H -1.12585 3.79040 3.32023
H -0.96123 5.43103 2.76022
H -1.38679 5.08948 4.47557
H 0.86386 4.85867 5.01255
H 1.09871 3.75246 3.68470
H 1.80436 5.17083 0.82628
H 2.02140 3.56751 1.51786
H 4.44379 5.23275 0.84387
H 3.52683 4.50933 -0.43760
H 5.47275 3.15661 0.30924
H 3.97567 2.30277 0.10006
H 5.80473 2.86285 2.67484
H 3.87418 2.81739 3.06448
H 4.82117 0.38727 1.21080
H 5.70518 0.43816 2.70635
H 3.87126 0.05951 4.07317
H 3.54251 -0.94594 2.64532
H 2.12508 1.57032 3.51503
H 2.31422 1.28106 1.81184
H 0.22487 2.81481 0.37106
H 1.59420 2.60804 -1.87405
H 1.15552 -1.23515 -0.27288
C -6.44461 -4.10772 -6.55135
N -5.49625 -3.98266 -5.41790
C -5.90732 -3.38108 -4.28932
C -5.07238 -3.27585 -3.20343
C -3.78438 -3.80329 -3.26445
C -3.38143 -4.40267 -4.45391
C -4.25364 -4.47881 -5.51579
C -2.87087 -3.74870 -2.09810
C -2.33576 -4.91519 -1.55478
C -1.45495 -4.83822 -0.50051
N -1.09886 -3.64823 0.00799
C -1.61477 -2.51252 -0.48295
C -2.50539 -2.53612 -1.53054
C -0.11421 -3.56516 1.11926
H -6.78820 -3.11389 -6.82537
H -7.27743 -4.72840 -6.23081
H -5.94124 -4.57037 -7.39292
H -6.91798 -2.99812 -4.27755
H -5.44102 -2.79795 -2.30598
H -2.38581 -4.80948 -4.56637
H -3.97474 -4.93929 -6.45201
H -2.60181 -5.88909 -1.94205
H -1.01845 -5.71972 -0.05507
H -1.29305 -1.58753 -0.02496
H -2.88508 -1.59619 -1.90855
H -0.57383 -3.03215 1.94877
H 0.76141 -3.03083 0.76239
H 0.16494 -4.56706 1.42728
```

The calculation puts the gap between HOMO and LUMO at 1.8 eV. The calculation puts the highest occupied orbital energy at -0.2938 hartree. Its charge is +1.

Atom charges from the natural (NBO) analysis, given in e for atoms 1 to 2: number 1, C, carries -0.639; number 2, C, carries -0.052

Entry 2:
C25H36F4MnO15S as an isolated structure in a non-equilibrium geometry, computed with wB97M-V/def2-TZVPD.

```
82
Properties=species:S:1:pos:R:3
Mn -0.50289 0.70748 -3.38794
F 1.32870 0.47467 -3.61940
C -1.40170 -0.20522 0.95391
F -2.48182 -0.88956 0.53605
F -1.75216 1.09872 0.90342
F -1.15292 -0.54927 2.20503
S 0.03517 -0.52464 -0.16260
O 1.19060 -0.13799 0.59087
O -0.08643 -1.94247 -0.39219
O -0.28800 0.31018 -1.31714
O -0.28510 2.80237 -2.92512
C -0.34108 3.98968 -3.15100
O 0.63936 4.80499 -2.84555
C 0.16079 6.17683 -2.75338
C -1.29093 6.15649 -3.28260
C -1.50846 4.71127 -3.78429
H 0.76406 6.88128 -3.31617
H 0.21391 6.38980 -1.68759
H -1.45066 6.93183 -4.02701
H -1.99209 6.38106 -2.47735
H -1.38692 4.73326 -4.86594
H -2.43128 4.26992 -3.42792
O -0.00428 6.21378 0.92150
C 0.55684 5.15551 0.97988
O 1.77807 5.02599 1.53301
C 2.37081 3.72487 1.23353
C 1.53204 3.19657 0.07394
C 0.16227 3.84575 0.33984
H 2.31788 3.03077 2.06955
H 3.37585 4.01121 0.94358
H 1.29804 2.13323 0.11086
H 1.95824 3.35260 -0.91450
H -0.45417 3.22738 0.98649
H -0.35663 4.04973 -0.59159
O 0.27217 -5.88951 1.75807
C -0.66035 -5.18131 1.99262
O -0.92584 -4.69052 3.22296
C -2.14510 -3.91714 3.17065
C -2.85003 -4.41964 1.91947
C -1.66413 -4.64100 0.97572
H -1.90110 -2.85666 3.16935
H -2.77619 -4.16920 4.02208
H -3.61106 -3.73076 1.54875
H -3.34546 -5.37830 2.08447
H -1.26482 -3.68404 0.62960
H -1.78194 -5.36054 0.17503
O 3.06333 -0.93313 5.55284
C 2.88212 -1.44869 4.49017
O 1.88863 -2.33880 4.28755
C 1.94717 -2.93515 2.97470
C 3.05822 -2.22821 2.20961
C 3.78551 -1.36800 3.27847
H 0.97687 -2.71652 2.52870
H 2.10006 -4.00899 3.05127
H 2.72019 -1.61852 1.37532
H 3.81358 -2.87532 1.75876
H 3.86014 -0.33218 2.95826
H 4.75872 -1.79229 3.50186
O -2.59405 1.23677 -2.89692
C -3.49834 1.40528 -2.11540
O -3.66867 2.58572 -1.52022
C -4.93733 2.55955 -0.83615
C -5.10482 1.10351 -0.41515
C -4.46917 0.36441 -1.58184
H -5.72786 2.90731 -1.50493
H -4.96180 3.24543 0.00793
H -6.16392 0.90879 -0.23473
H -4.62585 0.89206 0.53861
H -5.12488 0.08894 -2.40836
H -3.82287 -0.45928 -1.28689
O 3.17406 -2.05736 -2.86601
C 3.39729 -2.98979 -2.15945
O 4.58601 -3.64977 -2.16949
C 4.68235 -4.44138 -0.99094
C 3.24528 -4.77893 -0.54552
C 2.43832 -3.62877 -1.14751
H 5.15938 -3.81684 -0.21982
H 5.35475 -5.29208 -1.07608
H 3.25242 -4.74876 0.53994
H 2.96656 -5.72621 -0.99813
H 2.17368 -2.79274 -0.50563
H 1.55368 -3.93957 -1.69576
```

As for the spin multiplicity: 6. The calculation puts the gap between HOMO and LUMO (spin up / spin down) at 8.9 / 8.5 eV. As for the expectation value of S²: 8.75. The calculation puts the highest occupied orbital energy (spin up / spin down) at -0.3453 / -0.3453 hartree. The relative energy (zero: lowest compared OMol25 entry of this formula, charge and spin) is 0.0000 eV.

Atom charges from the Löwdin analysis, given in e for atoms 1 to 2: number 1, Mn, carries 1.067; number 2, F, carries -0.509

Entry 3:
C25H36IN4O3PTi as an isolated structure in a non-equilibrium geometry, computed with wB97M-V/def2-TZVPD.

```
71
Properties=species:S:1:pos:R:3
Ti -0.30320 0.56259 0.46116
C -2.59980 1.22746 -2.87341
N -1.20106 0.91999 -2.55738
C -0.72306 -0.16565 -3.42406
C -0.31764 2.03753 -2.67825
C -0.49323 3.03654 -3.62406
C 0.41703 4.07494 -3.74473
C 1.53290 4.10846 -2.92456
C 1.71959 3.12489 -1.97226
C 0.79599 2.08390 -1.82748
N 0.91851 1.15428 -0.75730
C 2.21196 0.96026 -0.20604
C 3.32095 0.60141 -0.96761
C 4.54582 0.41336 -0.35141
C 4.67071 0.59014 1.02106
C 3.57309 0.95811 1.78598
C 2.34155 1.13359 1.17711
N 1.13606 1.60096 1.85285
C 1.09875 1.25108 3.28751
C 1.12296 3.09064 1.75155
H -2.76999 1.33188 -3.94982
H -2.90050 2.14743 -2.37711
H -3.22975 0.40987 -2.51793
H -0.77338 0.11560 -4.48215
H -1.34697 -1.04963 -3.28338
H 0.31317 -0.41205 -3.18795
H -1.35635 3.01140 -4.27551
H 0.25232 4.85086 -4.47955
H 2.25712 4.90598 -3.01920
H 2.57980 3.16953 -1.31749
H 3.21272 0.48586 -2.03920
H 5.40653 0.13483 -0.94401
H 5.63246 0.46261 1.49904
H 3.69599 1.11513 2.84930
H 1.84825 1.81395 3.84650
H 1.27273 0.18813 3.43262
H 0.12257 1.51786 3.68589
H 2.05198 3.49156 2.16329
H 0.28922 3.49267 2.32130
H 1.02811 3.41101 0.71686
C 0.09834 -3.41482 4.26189
O 0.17804 -2.16327 3.54207
P -0.51810 -1.94655 2.12056
O -1.12841 -0.40941 2.33392
C -2.20986 -0.29209 3.28870
O 0.76491 -1.23635 1.28653
C 1.88797 -2.10603 1.01768
H -0.26224 -3.20417 5.26453
H 1.09359 -3.84769 4.31737
H -0.58018 -4.11200 3.76885
H -2.54402 0.74080 3.28166
H -1.84772 -0.55903 4.27934
H -3.03970 -0.94279 3.00831
H 2.51913 -2.16503 1.90145
H 2.45562 -1.68471 0.19279
H 1.53787 -3.10597 0.75258
C -3.72827 -4.48124 -1.37281
C -2.95981 -3.24587 -1.04969
C -3.55271 -2.14178 -0.43605
C -2.80258 -1.02387 -0.13845
N -1.48712 -0.92863 -0.41220
C -0.92082 -1.97532 -1.04621
C -1.60502 -3.12203 -1.37154
H -4.71160 -4.47413 -0.90928
H -3.18414 -5.37184 -1.05864
H -3.86205 -4.55759 -2.45467
H -4.60735 -2.15051 -0.19478
H -3.27387 -0.16934 0.32694
H 0.12207 -1.86498 -1.31634
H -1.09094 -3.92519 -1.88364
I -2.09493 2.52246 0.62893
```

The calculation puts the gap between HOMO and LUMO at 6.7 eV. The calculation puts the highest occupied orbital energy at -0.4980 hartree. Its charge is +2. The relative energy (zero: lowest compared OMol25 entry of this formula, charge and spin) is 0.2775 eV.

Atom charges from the Löwdin analysis, given in e for atoms 1 to 2: number 1, Ti, carries 0.761; number 2, C, carries -0.088

Entry 4:
C25H36InN5P as an isolated structure, computed with wB97M-V/def2-TZVPD.

```
68
Properties=species:S:1:pos:R:3
In 0.60223 0.04638 -0.27315
C 3.13778 1.09566 -1.88843
N 2.91300 0.69318 -0.47355
C 3.17729 1.75862 0.53249
C 1.91013 2.38362 1.02667
N 0.72805 1.80805 0.91579
C -0.20162 2.62948 1.57424
C -1.57623 2.50192 1.74499
C -2.20992 3.49849 2.45616
C -1.50006 4.59468 2.97991
C -0.13866 4.73038 2.80487
C 0.48970 3.71873 2.08757
N 1.82580 3.52438 1.71215
C 1.85221 1.47198 -2.55391
N 0.67600 1.04366 -2.13384
C -0.29006 1.49811 -3.04885
C -1.67042 1.33677 -3.08262
C -2.33847 1.91849 -4.13842
C -1.65564 2.64517 -5.13180
C -0.28742 2.81319 -5.09924
C 0.37572 2.21900 -4.03173
N 1.72963 2.18047 -3.67450
H 3.86182 1.90714 -1.95958
H 3.56119 0.24355 -2.42174
H 3.55535 -0.06728 -0.27692
H 3.69030 1.30784 1.38289
H 3.84404 2.52124 0.12964
H -2.13170 1.66782 1.33263
H -3.27834 3.44372 2.61585
H -2.03894 5.35288 3.53215
H 0.40458 5.57741 3.20307
H 2.59491 4.13935 1.93913
H -2.20355 0.77966 -2.32093
H -3.41283 1.81611 -4.21047
H -2.22117 3.08283 -5.94307
H 0.23464 3.37451 -5.86290
H 2.48680 2.59737 -4.19839
C 0.70571 -3.58105 -1.48453
C -0.61007 -3.19208 -0.80173
C -1.47816 -4.41150 -0.45165
P -0.24287 -2.13843 0.64350
C -1.70272 -1.57915 1.59365
C -2.26291 -2.63378 2.56020
C -2.76254 -1.06395 0.61266
C 1.14824 -2.72769 1.67004
C 1.42283 -1.71671 2.78946
C 0.94449 -4.15171 2.21404
H 0.48060 -4.05779 -2.43790
H 1.27387 -4.29508 -0.88816
H 1.34604 -2.71915 -1.69898
H -1.18421 -2.54197 -1.46772
H -1.00798 -5.06236 0.28219
H -1.62197 -4.99484 -1.36190
H -2.46481 -4.12921 -0.09142
H -1.31912 -0.74286 2.18779
H -2.59737 -3.53257 2.04652
H -3.12800 -2.20420 3.06674
H -1.54613 -2.91310 3.32937
H -3.20434 -1.87473 0.03308
H -2.37394 -0.31848 -0.09197
H -3.56724 -0.58822 1.17358
H 1.99062 -2.74953 0.97199
H 0.63156 -1.72448 3.54009
H 1.53243 -0.68715 2.42877
H 2.35071 -1.98731 3.29308
H 0.05569 -4.23630 2.83496
H 1.80352 -4.40433 2.83650
H 0.89191 -4.89485 1.42162
```

The calculation puts the gap between HOMO and LUMO at 8.2 eV. The calculation puts the highest occupied orbital energy at -0.6282 hartree. Its charge is +3.

Atom charges from the natural (NBO) analysis, given in e for atoms 1 to 2: number 1, In, carries 1.640; number 2, C, carries -0.271

Entry 5:
C25H36O2P2SiV as an isolated structure in a non-equilibrium geometry, computed with wB97M-V/def2-TZVPD.

```
67
Properties=species:S:1:pos:R:3
V -0.14122 0.06845 -0.05250
H 1.35693 0.77493 0.80121
H 1.54250 0.84771 -0.01463
P -0.73127 0.88742 2.02921
P -0.08012 -0.39299 -2.36316
C -0.16796 -2.13921 -2.89680
H -0.19494 -2.19779 -3.99579
H 0.70814 -2.67330 -2.50605
H -1.07747 -2.59387 -2.48431
C -1.42547 0.39705 -3.28489
H -1.37176 1.47923 -3.13115
H -1.36003 0.16550 -4.35334
H -2.37471 0.04033 -2.87566
C 1.40112 0.15629 -3.28249
H 2.28636 -0.37892 -2.91726
H 1.27597 -0.03124 -4.35888
H 1.54981 1.23030 -3.11339
C -2.32134 1.78524 1.96121
H -2.57444 2.19110 2.94952
H -2.23900 2.59934 1.22882
H -3.09801 1.08725 1.62454
C -0.93457 -0.28815 3.41181
H 0.02915 -0.77494 3.61934
H -1.27979 0.25315 4.30461
H -1.66831 -1.05597 3.13608
C 0.40253 2.11244 2.77786
H 0.56599 2.93737 2.07278
H -0.03886 2.50373 3.70559
H 1.36658 1.63430 2.99609
C -0.14169 -1.81988 0.54250
O -0.27072 -2.88652 1.01060
H -1.65169 -0.10265 -0.28604
O 1.66285 -1.66116 -0.43338
Si 3.21506 -1.78199 -0.07092
C 4.45221 -0.48621 -0.56742
C 5.80146 -0.78338 -0.30179
C 6.80784 0.15084 -0.57898
C 6.46407 1.38857 -1.13321
C 5.12286 1.69705 -1.38663
C 4.11527 0.76892 -1.08089
C 3.23590 -1.73604 1.79606
C 2.68845 -2.80580 2.50330
C 2.69336 -2.79435 3.90266
C 3.24169 -1.69918 4.58357
C 3.74050 -0.60161 3.87602
C 3.71093 -0.60852 2.47569
C 3.66359 -3.41040 -0.86005
C 2.78358 -4.48538 -0.64698
C 3.02665 -5.72966 -1.24097
C 4.12507 -5.89325 -2.09317
C 4.94249 -4.79844 -2.39259
C 4.69815 -3.54987 -1.79400
H 6.07050 -1.74522 0.14111
H 7.85063 -0.09359 -0.36123
H 7.24270 2.11639 -1.36521
H 4.84737 2.66646 -1.81506
H 3.06608 1.04122 -1.22550
H 2.27395 -3.66268 1.96867
H 2.27857 -3.64483 4.44560
H 3.27052 -1.69961 5.67207
H 4.16387 0.26137 4.39593
H 4.08305 0.25307 1.91591
H 1.88965 -4.35859 -0.02979
H 2.33880 -6.55537 -1.05055
H 4.30415 -6.85844 -2.56968
H 5.75792 -4.89929 -3.11426
H 5.31502 -2.68889 -2.06054
```

As for the spin multiplicity: 4. The calculation puts the gap between HOMO and LUMO (spin up / spin down) at 7.3 / 8.2 eV. As for the expectation value of S²: 3.77. The calculation puts the highest occupied orbital energy (spin up / spin down) at -0.2606 / -0.3096 hartree. The relative energy (zero: lowest compared OMol25 entry of this formula, charge and spin) is 0.2202 eV.

Atom charges from the natural (NBO) analysis, given in e for atoms 1 to 2: number 1, V, carries 0.170; number 2, H, carries 0.063

Entry 6:
C25H37IrN2S as an isolated structure in a non-equilibrium geometry, computed with wB97M-V/def2-TZVPD.

```
66
Properties=species:S:1:pos:R:3
C -1.66844 0.52457 -1.88716
C -0.45861 -0.02955 -2.40238
C 0.55081 0.94405 -2.35544
C -0.01267 2.15930 -1.78964
C -1.45045 1.93626 -1.63051
Ir -0.57273 1.31351 0.12655
C 2.16159 1.64788 1.97718
C 0.78049 1.16644 1.81095
H 0.36468 0.33680 2.40509
C -0.06447 2.35791 1.78680
H 0.49722 3.27709 1.56790
H -0.89577 2.48866 2.49324
C 3.02724 0.69883 2.75015
H 2.64256 -0.28148 3.08348
H 4.03405 0.47300 2.36603
H 3.16858 1.28099 3.65187
C 2.75724 2.13707 0.67536
H 2.18580 2.08190 -0.26942
H 2.86119 3.19378 0.87373
H 3.76336 1.79668 0.37275
C -0.34737 -1.39232 -2.97955
H -0.85308 -2.13102 -2.34472
H -0.79945 -1.44426 -3.98304
H 0.69519 -1.70581 -3.06320
C 1.92028 0.80564 -2.90851
H 2.33753 -0.17768 -2.66375
H 1.91687 0.90387 -4.00731
H 2.59904 1.56692 -2.50799
C 0.58463 3.52512 -1.81725
H 1.65441 3.48063 -2.03526
H 0.09588 4.14122 -2.58422
H 0.44044 4.01201 -0.84666
C -2.46954 3.01735 -1.56568
H -2.19335 3.75013 -0.80413
H -2.53405 3.53979 -2.52708
H -3.45561 2.61637 -1.32597
C -3.00323 -0.12238 -1.94247
H -3.67289 0.26255 -1.16311
H -3.48199 0.06187 -2.91688
H -2.91658 -1.21025 -1.82725
C 1.55225 -2.22604 -0.55838
C 2.44075 -1.22626 -0.09023
C 2.02424 -3.22921 -1.32048
C 3.77618 -1.18164 -0.47780
H 2.50828 -0.35332 0.55818
C 3.36551 -3.19887 -1.76214
H 1.37228 -4.04086 -1.57402
C 4.18165 -2.17134 -1.33982
H 4.37069 -0.39982 -0.05747
H 3.79208 -3.90294 -2.40983
H 5.18916 -2.01674 -1.64429
S -2.53599 0.88993 1.19358
C -2.56697 -0.66618 1.97760
N -2.47142 -0.71673 3.31263
C -3.01584 -1.81939 4.10817
C -2.93515 -3.10696 3.32182
C -3.45004 -2.95123 1.90887
N -2.82965 -1.78059 1.28608
H -2.34642 0.18741 3.76013
H -4.05703 -1.59114 4.37301
H -2.43291 -1.87378 5.02916
H -3.51995 -3.87505 3.83141
H -1.89977 -3.45534 3.29656
H -4.54306 -2.83152 1.90791
H -3.19974 -3.81595 1.29210
H -2.95794 -1.64988 0.28475
```

As for the spin multiplicity: 6. The calculation puts the gap between HOMO and LUMO (spin up / spin down) at 6.0 / 6.1 eV. As for the expectation value of S²: 8.78. The calculation puts the highest occupied orbital energy (spin up / spin down) at -0.3104 / -0.4053 hartree. Its charge is +1. The relative energy (zero: lowest compared OMol25 entry of this formula, charge and spin) is 0.0000 eV.

Atom charges from the natural (NBO) analysis, given in e for atoms 1 to 2: number 1, C, carries -0.109; number 2, C, carries 0.072